This record from the Open Molecules 2025 dataset describes a cluster of 3 separate species, C6H14N3OS in total at a distorted geometry. The level of theory is ωB97M-V/def2-TZVPD.

Structure (XYZ):
```
25
C6H14N3OS | the Open Molecules 2025 dataset | ωB97M-V/def2-TZVPD
C 2.00 0.47 0.09
C -2.06 0.48 1.87
C -3.44 0.21 1.34
C -2.46 0.06 0.49
C -3.38 -0.73 -1.92
C 0.62 2.40 -0.30
N 1.43 -0.72 -0.02
N 3.32 0.58 0.10
N 1.25 1.55 0.37
O 3.96 -2.16 0.02
S -1.84 -0.30 -1.07
H -1.74 1.50 2.05
H -1.59 -0.24 2.54
H 0.43 -0.82 -0.08
H -4.48 0.17 1.57
H -4.00 0.16 -2.01
H -3.89 -1.51 -1.36
H -3.10 -1.10 -2.91
H 0.08 3.17 0.23
H 0.59 2.42 -1.39
H 2.03 -1.53 -0.05
H 4.39 -2.61 -0.71
H 3.87 -0.28 0.07
H 3.77 1.47 0.24
H 4.24 -2.61 0.83
```

Properties
HOMO energy: -11.168 eV
total charge: +1
maximum force: 0.02501 hartree/bohr
energy above the lowest of the compared OMol25 structures with the same formula, charge and spin: 45.7 kcal per mole
gap between HOMO and LUMO: 8.159 eV